1.
Molecular formula: C33H66FIN4OSSi2
Method: DFT, wB97M-V/def2-TZVPD

Geometry as XYZ:
```
109
Properties=species:S:1:pos:R:3:forces:R:3
C 2.447 4.097 -1.028 -0.3 -0.1 0.1
C 1.410 3.832 0.088 0.8 0.2 -0.8
C 2.058 2.988 1.206 -0.4 1.2 0.3
C 2.620 3.982 2.245 0.0 -0.3 0.3
C 1.249 1.947 1.992 0.3 0.2 0.4
C 0.110 2.465 2.907 -0.1 0.0 -0.1
C -0.781 3.617 2.414 -0.6 0.0 0.5
C -1.857 3.406 1.381 -0.5 0.0 -2.2
O -1.754 3.469 0.176 0.0 -0.2 2.3
F -3.088 3.253 1.916 0.5 0.3 -0.2
C -0.644 1.351 3.685 -0.4 -1.2 -0.3
N -2.022 1.142 3.238 0.0 0.0 0.2
C 0.128 0.015 3.610 0.7 1.1 -0.2
C -0.462 -1.105 4.466 -0.2 0.7 0.5
C 0.579 -1.971 5.176 -0.5 -0.4 -0.5
C 1.466 -2.683 4.155 -0.1 -0.1 1.0
C 2.263 -3.886 4.681 0.0 0.1 -1.0
C 3.449 -4.115 3.732 -0.1 0.2 0.1
C 3.006 -4.678 2.367 0.4 -0.1 0.6
C 3.666 -3.978 1.185 0.1 -0.7 -0.2
C 2.914 -4.170 -0.138 -0.2 0.7 0.3
C 3.115 -2.994 -1.123 0.1 -0.5 0.0
C 3.752 -3.368 -2.484 -0.3 0.2 0.6
C 2.912 -2.927 -3.694 0.4 0.4 0.0
C 3.508 -1.739 -4.477 0.3 -0.6 -0.1
N 4.218 -0.782 -3.652 -0.5 -0.6 -0.8
C 3.747 -0.156 -2.549 -1.4 -0.8 -0.2
C 4.710 0.642 -2.059 0.2 0.8 0.8
C 5.821 0.513 -2.923 0.7 1.3 1.5
C 5.485 -0.367 -3.871 0.7 -0.4 -1.1
C 0.259 -0.369 2.143 -0.8 -0.4 0.7
N 0.974 0.647 1.266 1.1 -0.9 1.0
S 2.537 -0.124 0.817 0.4 0.0 -0.8
I -0.069 0.685 -0.590 -0.9 0.2 -0.8
H 1.949 4.337 -1.962 -0.1 0.2 -0.1
H 3.055 3.216 -1.229 0.1 -0.1 0.0
H 3.092 4.933 -0.769 0.2 0.0 0.0
H 0.519 3.459 -0.398 -0.1 -0.3 0.4
H 1.175 4.818 0.482 -0.4 0.0 0.2
H 2.967 2.552 0.803 -0.2 -0.7 -0.2
H 3.302 4.678 1.771 0.1 0.1 -0.1
H 3.168 3.471 3.040 0.1 0.0 0.0
H 1.834 4.557 2.724 -0.1 0.2 0.0
H 1.993 1.616 2.716 0.0 -0.2 0.1
H 0.669 2.933 3.714 0.3 0.2 -0.1
H -0.189 4.459 2.080 0.3 -0.1 -0.3
H -1.295 4.001 3.296 -0.1 -0.1 0.1
H -0.673 1.611 4.741 0.0 0.3 0.1
H -2.649 1.263 4.021 -0.2 0.2 -0.2
H -2.209 0.205 2.905 0.1 0.0 -0.1
H 1.125 0.226 4.015 0.1 -0.1 0.0
H -1.176 -1.699 3.896 0.1 -0.3 -0.1
H -1.065 -0.621 5.237 -0.1 0.0 0.0
H 1.157 -1.373 5.880 0.2 0.1 0.0
H 0.026 -2.682 5.790 0.1 -0.2 0.0
H 0.811 -3.033 3.360 0.1 0.0 -0.3
H 2.164 -1.939 3.765 0.0 0.0 -0.3
H 2.583 -3.766 5.712 0.0 0.1 0.1
H 1.614 -4.758 4.594 0.0 -0.1 0.5
H 4.216 -4.727 4.202 0.0 -0.2 0.0
H 3.901 -3.137 3.553 0.2 0.0 0.1
H 3.277 -5.733 2.351 -0.2 -0.2 -0.1
H 1.919 -4.639 2.314 -0.1 0.1 -0.2
H 4.655 -4.422 1.054 0.2 0.3 0.1
H 3.828 -2.925 1.420 -0.2 0.1 -0.1
H 1.849 -4.233 0.091 -0.1 -0.2 0.0
H 3.207 -5.118 -0.581 0.0 -0.1 -0.1
H 3.718 -2.239 -0.628 0.2 0.1 0.0
H 2.145 -2.530 -1.290 -0.1 0.1 -0.1
H 3.900 -4.444 -2.494 0.0 -0.1 -0.2
H 4.744 -2.922 -2.491 0.1 0.0 -0.3
H 1.908 -2.654 -3.381 -0.2 -0.2 0.1
H 2.831 -3.767 -4.380 -0.2 0.0 -0.2
H 4.237 -2.151 -5.170 0.2 0.1 -0.1
H 2.760 -1.247 -5.092 -0.2 0.1 0.1
H 2.750 -0.382 -2.217 -0.1 0.1 0.1
H 4.575 1.237 -1.174 0.3 0.2 0.1
H 6.757 1.026 -2.815 0.2 0.0 -0.1
H 6.124 -0.675 -4.676 -0.3 -0.4 -0.3
H -0.729 -0.542 1.727 -0.2 0.2 -0.1
H 0.748 -1.329 2.081 0.4 0.0 -0.4
H 3.261 -0.042 1.960 -0.5 0.2 0.2
C -4.932 3.960 -2.042 0.3 -0.1 0.4
Si -5.269 2.105 -2.166 -1.0 0.5 -1.1
C -6.238 1.623 -0.612 0.5 0.0 0.4
C -3.576 1.241 -2.074 0.9 -0.3 0.4
N -6.080 1.796 -3.596 0.4 -0.7 0.4
Si -6.575 0.270 -4.125 0.0 1.2 0.0
C -7.812 -0.572 -2.965 0.0 -0.4 -0.2
C -5.136 -0.933 -4.404 -0.2 -0.3 -0.1
C -7.445 0.467 -5.791 0.0 -0.4 0.0
H -4.391 4.200 -1.119 0.0 0.1 0.0
H -4.329 4.296 -2.889 0.0 0.0 0.0
H -5.871 4.515 -2.043 0.0 0.0 -0.1
H -5.768 2.046 0.285 -0.1 0.0 0.0
H -6.275 0.540 -0.477 -0.1 0.0 0.0
H -7.259 2.002 -0.668 0.0 0.0 -0.1
H -3.012 1.406 -2.994 -0.1 0.0 -0.1
H -3.682 0.165 -1.913 -0.1 0.0 -0.1
H -2.992 1.648 -1.233 -0.1 0.1 0.0
H -7.332 -0.928 -2.051 0.0 0.1 0.1
H -8.270 -1.441 -3.451 0.0 0.0 0.0
H -8.612 0.119 -2.692 0.0 0.0 0.0
H -4.343 -0.454 -4.981 0.0 0.0 0.0
H -5.473 -1.816 -4.959 0.0 0.0 0.0
H -4.716 -1.285 -3.459 0.0 0.0 0.0
H -6.768 0.906 -6.526 0.0 0.1 0.0
H -8.318 1.115 -5.691 0.0 0.0 0.0
H -7.782 -0.503 -6.173 0.0 0.1 -0.1
```
Forces are in eV/Å.

Values from the calculation:
HOMO energy   -5.43 eV
LUMO   -2.70 eV

Atom charges from the Löwdin analysis, given in e for atoms 1 to 6:
1 C -0.073
2 C -0.243
3 C -0.337
4 C -0.044
5 C -0.307
6 C -0.176

---

2.
Molecular formula: C33H66N4O23P5
Method: DFT, wB97M-V/def2-TZVPD

Geometry as XYZ:
```
131
Properties=species:S:1:pos:R:3:forces:R:3
C 3.407 1.534 2.202 0.3 0.1 -0.9
C 4.227 2.750 2.579 -0.6 0.6 1.3
O 3.920 3.440 3.505 0.3 0.0 -0.4
N 5.461 3.083 1.825 -0.8 -1.8 -0.7
C 6.308 1.826 1.908 0.0 0.2 -0.5
C 5.215 3.387 0.511 0.8 0.7 -0.5
C 3.909 3.534 -0.036 -0.5 0.1 1.1
N 3.588 3.796 -1.265 0.2 0.1 -0.3
N 4.591 3.972 -2.106 0.1 0.4 0.5
C 4.209 4.240 -3.495 -0.4 -0.5 0.0
C 3.718 2.913 -4.128 -0.3 -0.1 0.0
O 2.831 2.916 -4.936 0.4 0.3 0.4
C 4.390 1.669 -3.625 0.2 0.1 -0.2
C 5.729 1.459 -3.930 0.5 0.2 0.0
C 6.399 0.349 -3.455 0.3 -0.5 0.3
C 5.748 -0.577 -2.652 -0.2 0.4 -0.2
C 4.406 -0.371 -2.374 0.1 -0.5 0.5
C 3.728 0.738 -2.843 -0.4 0.0 0.0
C 5.850 3.899 -1.701 1.1 0.1 -0.5
C 6.256 3.604 -0.417 -1.2 -0.2 1.1
N 7.627 3.535 -0.039 0.7 0.0 -1.9
C 8.299 2.527 -0.899 -0.2 -0.4 0.1
C 8.222 4.851 -0.136 -0.1 0.8 0.7
C 9.426 5.093 -1.013 -0.1 -0.4 0.0
O 7.716 5.750 0.480 -0.3 -0.1 -0.1
H 3.706 1.152 1.225 0.0 -0.3 0.1
H 3.467 0.739 2.940 0.1 0.1 0.1
H 2.367 1.845 2.117 -0.1 -0.1 0.2
H 6.001 1.227 2.759 0.2 0.3 0.3
H 6.088 1.212 1.030 0.1 -0.1 0.0
H 7.363 2.060 1.910 0.0 0.1 0.3
H 3.066 3.426 0.631 -0.2 0.1 -0.1
H 3.375 4.934 -3.478 0.1 0.1 -0.1
H 5.058 4.654 -4.034 0.0 0.0 0.0
H 6.303 2.153 -4.535 -0.2 0.1 -0.1
H 7.441 0.182 -3.694 0.0 0.1 -0.1
H 6.264 -1.438 -2.254 0.0 -0.1 0.0
H 3.899 -1.096 -1.751 -0.2 0.0 0.0
H 2.683 0.857 -2.589 -0.1 0.1 -0.1
H 6.607 4.093 -2.449 -0.1 0.0 -0.1
H 8.336 2.832 -1.946 0.1 0.0 0.0
H 7.725 1.601 -0.878 0.0 0.0 0.2
H 9.302 2.305 -0.549 0.0 0.2 0.1
H 10.301 4.580 -0.615 0.1 -0.1 -0.1
H 9.239 4.746 -2.029 0.1 -0.1 0.0
H 9.620 6.159 -1.052 0.0 0.1 0.2
C -0.169 -2.276 5.903 0.0 0.1 0.2
O 0.283 -1.631 4.693 -1.3 -2.9 -0.1
P -0.769 -1.467 3.434 1.5 6.9 -1.9
O 0.197 -0.996 2.400 0.3 -1.0 0.1
O -1.578 -0.269 4.159 -0.7 -0.2 -0.1
C -0.919 0.976 4.377 0.2 0.0 0.5
O -2.086 -1.761 2.531 0.1 -2.8 1.4
C -1.936 -2.776 1.507 -0.2 -0.1 -0.2
H 0.629 -2.195 6.635 0.1 0.1 -0.1
H -1.061 -1.782 6.293 0.0 0.0 0.0
H -0.379 -3.330 5.723 0.0 0.0 0.0
H -0.047 1.086 3.732 0.0 -0.1 0.0
H -0.610 1.044 5.421 0.1 0.1 0.0
H -1.625 1.778 4.168 -0.1 -0.1 0.0
H -1.341 -3.611 1.872 0.0 -0.1 -0.1
H -1.464 -2.342 0.629 0.1 0.1 0.1
H -2.925 -3.137 1.236 0.0 0.0 0.1
C -4.840 1.067 -3.427 -0.1 0.1 -0.2
O -4.879 -0.330 -3.081 1.3 1.6 1.9
P -5.519 -0.773 -1.645 -4.0 -3.8 -1.6
O -5.139 -2.196 -1.541 0.7 0.6 0.2
O -7.039 -0.493 -2.113 -0.1 0.0 0.4
C -7.637 -1.396 -3.043 0.0 0.1 -0.3
O -5.902 -0.299 -0.154 2.0 1.8 -0.5
C -4.866 -0.469 0.835 0.1 -0.1 0.2
H -4.471 1.141 -4.446 0.0 -0.1 0.0
H -5.838 1.508 -3.372 0.0 -0.1 0.0
H -4.161 1.609 -2.767 0.0 0.0 0.0
H -7.114 -2.351 -3.071 0.0 0.0 0.1
H -7.636 -0.953 -4.040 0.0 0.0 0.0
H -8.666 -1.560 -2.730 0.0 0.0 0.0
H -3.889 -0.224 0.421 0.1 0.0 0.1
H -4.870 -1.500 1.182 0.0 0.0 -0.1
H -5.074 0.190 1.673 -0.1 0.1 -0.1
C -3.071 -0.496 11.690 -0.1 0.1 0.2
O -2.139 0.267 10.896 -1.4 -1.9 -1.3
P -2.684 1.001 9.550 1.7 5.0 0.5
O -1.452 1.439 8.868 0.0 -0.8 -0.1
O -3.488 2.164 10.319 -0.3 0.0 -0.4
C -2.738 3.216 10.926 0.1 0.0 0.3
O -3.834 0.897 8.434 -0.1 -2.4 1.0
C -3.568 0.008 7.333 0.0 0.0 -0.3
H -2.550 -0.821 12.585 0.1 0.0 0.0
H -3.927 0.117 11.977 0.0 0.0 0.0
H -3.415 -1.374 11.143 0.0 0.0 0.0
H -1.732 3.284 10.513 0.0 -0.1 -0.1
H -2.678 3.051 12.002 0.0 0.0 0.0
H -3.266 4.149 10.740 0.0 0.0 0.0
H -3.072 -0.902 7.669 0.0 0.0 -0.1
H -2.944 0.518 6.601 0.1 0.0 0.1
H -4.514 -0.258 6.869 -0.1 0.1 0.1
C -1.562 3.389 -7.732 0.1 0.1 0.1
O -1.643 2.132 -7.032 -1.2 0.1 -2.4
P -1.172 0.779 -7.816 3.3 -2.3 3.2
O -1.630 -0.310 -6.938 -0.7 0.3 -0.2
O 0.407 1.099 -7.732 0.0 -0.3 -0.4
C 1.055 0.929 -6.472 0.0 0.2 0.2
O -1.003 0.177 -9.293 -1.6 2.0 -0.5
C -2.176 -0.411 -9.897 0.0 -0.2 -0.1
H -1.820 4.175 -7.027 0.0 -0.1 0.1
H -0.550 3.561 -8.103 0.0 -0.1 0.0
H -2.268 3.415 -8.562 0.0 0.0 0.0
H 0.482 0.284 -5.806 -0.1 0.0 -0.1
H 1.202 1.896 -5.999 -0.1 -0.1 -0.1
H 2.029 0.476 -6.653 0.0 0.0 -0.1
H -3.075 0.163 -9.680 0.0 0.0 0.0
H -2.294 -1.428 -9.532 0.0 0.0 0.1
H -2.018 -0.426 -10.972 0.1 0.1 0.0
C -6.191 -7.990 -3.017 0.0 0.1 -0.2
O -6.289 -7.337 -1.738 0.9 -2.5 0.0
P -4.972 -7.308 -0.778 0.6 5.1 1.3
O -5.494 -6.825 0.514 -0.3 -0.7 0.0
O -4.169 -6.221 -1.641 0.4 -0.2 0.2
C -4.599 -4.850 -1.578 -0.2 -0.1 -0.2
O -3.613 -8.116 -0.466 -1.3 -1.8 -1.3
C -3.719 -9.241 0.428 0.1 -0.1 0.1
H -7.126 -7.821 -3.545 0.0 0.0 0.1
H -5.369 -7.574 -3.603 0.0 0.0 0.1
H -6.047 -9.064 -2.893 0.0 0.0 0.0
H -5.213 -4.663 -0.701 0.0 -0.1 0.0
H -5.164 -4.600 -2.474 0.0 0.0 0.0
H -3.717 -4.220 -1.537 0.1 -0.1 0.0
H -4.628 -9.815 0.254 0.0 0.0 0.0
H -3.705 -8.885 1.456 -0.1 0.1 0.0
H -2.859 -9.883 0.255 0.0 0.1 -0.1
```
Forces are in eV/Å.

Values from the calculation:
HOMO energy   -10.96 eV
Charge   +1
LUMO   -4.21 eV

Atom charges from the Löwdin analysis, given in e for atoms 1 to 6:
1 C 0.008
2 C -0.459
3 O 0.173
4 N 0.030
5 C 0.012
6 C -0.116

---

Across the entries above, Kohn-Sham gap takes the values 0.100, 0.248 Ha, respectively.